DFT (ωB97M-V/def2-TZVPD) results for C25H45N2O2PPtS2Si4Te as an isolated structure.

Values from the calculation:
- Highest occupied orbital energy (spin up / spin down): -2.6 / -4.2 eV
- Kohn-Sham gap (spin up / spin down): 5.1 / 6.7 eV
- ΔE to the lowest compared entry with this formula, charge and spin: 0.0 kcal/mol

```
! RIJCOSX wB97M-V def2-TZVPD def2/J DEFGRID3
* xyz -1 2
Pt 0.189 1.519 0.310
C 4.558 1.306 0.147
C 3.232 1.236 -0.208
N 2.224 1.535 0.629
C 2.557 1.988 1.899
C 3.907 2.056 2.335
C 4.908 1.706 1.454
C 4.145 2.513 3.686
C 3.136 2.893 4.495
C 1.767 2.863 4.050
C 0.691 3.265 4.816
C -0.597 3.207 4.281
C -0.768 2.744 2.985
N 0.240 2.338 2.223
C 1.519 2.395 2.731
H 5.310 1.039 -0.582
H 2.932 0.907 -1.194
H 5.944 1.754 1.767
H 5.171 2.549 4.033
H 3.338 3.238 5.503
H 0.858 3.627 5.825
H -1.460 3.526 4.847
H -1.747 2.694 2.527
C -5.706 2.455 -0.110
C -4.839 3.695 -0.111
O -3.838 3.585 -1.130
P -2.283 3.475 -0.702
S -2.134 1.620 0.117
S -1.694 5.012 0.335
O -1.612 3.345 -2.140
C -0.930 4.418 -2.803
C 0.538 4.068 -2.908
H -6.497 2.551 0.637
H -5.107 1.575 0.124
H -6.166 2.310 -1.088
H -4.366 3.850 0.862
H -5.423 4.589 -0.338
H -1.070 5.344 -2.244
H -1.395 4.521 -3.785
H 0.968 3.978 -1.909
H 1.074 4.846 -3.455
H 0.669 3.116 -3.423
C -2.209 -1.850 1.622
Si -2.095 -2.415 -0.169
C -2.502 -4.264 -0.188
C -3.384 -1.551 -1.223
Si 0.054 -2.054 -1.033
Te 0.279 0.258 -1.974
Si 1.668 -2.636 0.567
C 1.449 -4.445 1.074
C 1.516 -1.613 2.136
C 3.401 -2.469 -0.141
Si 0.313 -3.379 -2.950
C 0.429 -5.231 -2.605
C 1.877 -2.882 -3.874
C -1.155 -3.108 -4.098
H -3.253 -1.811 1.946
H -1.771 -0.861 1.765
H -1.678 -2.548 2.275
H -3.449 -4.445 0.331
H -1.730 -4.859 0.304
H -2.608 -4.632 -1.211
H -4.384 -1.701 -0.804
H -3.378 -1.947 -2.241
H -3.185 -0.479 -1.279
H 0.434 -4.646 1.424
H 2.137 -4.685 1.891
H 1.660 -5.126 0.248
H 0.667 -1.950 2.735
H 1.365 -0.557 1.911
H 2.421 -1.708 2.743
H 3.545 -3.153 -0.981
H 4.149 -2.703 0.622
H 3.589 -1.455 -0.495
H 1.304 -5.472 -1.999
H 0.514 -5.779 -3.548
H -0.453 -5.601 -2.078
H 2.771 -3.143 -3.304
H 1.897 -1.804 -4.044
H 1.931 -3.388 -4.842
H -2.071 -3.520 -3.667
H -0.988 -3.594 -5.063
H -1.319 -2.042 -4.270
*
```

***

DFT (ωB97M-V/def2-TZVPD) results for C25H45N2OP3RhSe as an isolated structure.

Values from the calculation:
- Highest occupied orbital energy (spin up / spin down): -11.8 / -15.3 eV
- Kohn-Sham gap (spin up / spin down): 2.7 / 1.6 eV
- ΔE to the lowest compared entry with this formula, charge and spin: 45.2 kcal/mol

```
! RIJCOSX wB97M-V def2-TZVPD def2/J DEFGRID3
* xyz 3 5
Rh 0.000 0.000 0.000
P 1.368 -0.848 1.561
P 1.176 1.971 -0.353
P -1.036 -2.023 -0.509
H -1.058 2.094 -9.483
C -2.003 1.566 -9.382
C -3.134 2.204 -9.091
H -3.162 3.280 -8.943
C 2.834 -1.763 0.911
C 2.226 0.248 2.783
C 0.740 -2.083 2.792
C 0.416 3.084 -1.603
C 1.548 3.240 0.945
C 2.852 1.752 -1.088
C -2.331 -1.938 -1.816
C -1.897 -3.096 0.728
C 0.089 -3.270 -1.258
H -1.975 0.489 -9.530
H -4.079 1.676 -8.989
H 3.505 -2.091 1.713
H 3.372 -1.108 0.220
H 2.495 -2.636 0.346
H 2.798 -0.348 3.502
H 1.482 0.836 3.326
H 2.907 0.934 2.274
H 1.382 -2.971 2.819
H -0.279 -2.387 2.549
H 0.732 -1.629 3.787
H 0.907 4.063 -1.577
H -0.651 3.194 -1.395
H 0.517 2.645 -2.598
H 2.544 3.666 0.781
H 1.504 2.814 1.949
H 0.813 4.046 0.875
H 3.264 2.704 -1.442
H 2.762 1.056 -1.926
H 3.537 1.314 -0.357
H -2.922 -2.860 -1.819
H -1.852 -1.806 -2.788
H -2.990 -1.084 -1.648
H -2.640 -3.724 0.225
H -2.401 -2.485 1.481
H -1.176 -3.747 1.230
H -0.474 -4.052 -1.780
H 0.707 -3.719 -0.477
H 0.746 -2.755 -1.963
C -1.220 0.591 -2.852
C -0.049 0.185 -3.537
C -0.020 0.103 -4.929
C -1.144 0.417 -5.695
C -2.309 0.821 -5.034
C -2.352 0.908 -3.647
O -1.327 0.708 -1.538
H 1.110 -0.553 -1.076
H 0.822 -0.072 -2.942
H 0.899 -0.212 -5.419
H -1.115 0.349 -6.779
H -3.199 1.071 -5.609
H -3.259 1.228 -3.138
C 0.380 0.295 5.550
N -0.784 1.011 4.982
C -1.504 1.224 3.781
Se -1.532 0.504 2.072
N -2.573 2.026 4.047
C -2.561 2.291 5.361
C -3.488 3.012 6.118
C -3.279 3.105 7.511
C -2.163 2.488 8.107
C -1.256 1.775 7.316
C -1.492 1.690 5.923
H 1.042 1.028 6.064
H 1.082 -0.193 4.952
H 0.041 -0.463 6.291
H -3.317 2.328 3.378
H -4.351 3.470 5.661
H -3.979 3.642 8.136
H -2.004 2.550 9.177
H -0.415 1.294 7.803
*
```

***

DFT (ωB97M-V/def2-TZVPD) results for C25H45N2P3PtSe2 as an isolated structure.

Values from the calculation:
- Highest occupied orbital energy (spin up / spin down): -17.6 / -18.1 eV
- Kohn-Sham gap (spin up / spin down): 6.2 / 3.1 eV
- ΔE to the lowest compared entry with this formula, charge and spin: 32.4 kcal/mol

```
! RIJCOSX wB97M-V def2-TZVPD def2/J DEFGRID3
* xyz 4 5
Pt 0.316 0.497 -0.451
P 2.615 0.380 -0.470
P -0.102 2.115 1.272
P -0.103 1.866 -2.296
H -2.660 -5.185 -4.933
C -1.982 -4.847 -5.729
C -0.695 -4.540 -5.380
H -0.255 -4.828 -4.411
C 3.390 -0.878 0.557
C 3.405 1.931 0.060
C 3.202 0.014 -2.123
C -1.824 2.283 1.783
C 0.765 1.680 2.800
C 0.393 3.808 0.848
C -0.369 1.089 -3.922
C 1.116 3.166 -2.671
C -1.711 2.766 -2.138
H -2.433 -4.942 -6.748
H 0.006 -4.074 -6.067
H 2.913 -1.848 0.391
H 3.314 -0.651 1.623
H 4.449 -0.946 0.279
H 3.099 2.208 1.078
H 3.134 2.754 -0.613
H 4.501 1.808 0.046
H 2.829 -0.972 -2.400
H 4.293 -0.004 -2.161
H 2.831 0.730 -2.852
H -1.915 3.159 2.437
H -2.155 1.395 2.328
H -2.473 2.421 0.916
H 0.868 2.562 3.444
H 1.763 1.264 2.626
H 0.181 0.931 3.344
H 0.241 4.466 1.719
H -0.230 4.185 0.028
H 1.448 3.860 0.555
H -0.568 1.880 -4.664
H -1.225 0.401 -3.893
H 0.530 0.539 -4.218
H 0.785 3.710 -3.569
H 2.098 2.729 -2.880
H 1.205 3.876 -1.841
H -1.843 3.377 -3.054
H -1.728 3.430 -1.257
H -2.536 2.035 -2.062
C -3.236 -1.210 -1.906
C -2.348 -2.169 -2.418
C -2.625 -2.634 -3.692
C -3.691 -2.174 -4.475
C -4.522 -1.171 -3.965
C -4.234 -0.639 -2.718
Se -3.127 -0.458 -0.185
H -1.779 0.209 -0.724
H -1.456 -2.524 -1.876
H -1.974 -3.392 -4.087
H -3.846 -2.580 -5.486
H -5.374 -0.772 -4.523
H -4.744 0.239 -2.355
C -1.675 -0.882 3.893
N -0.269 -1.297 3.912
C 0.529 -1.635 2.843
Se 0.120 -1.623 0.993
N 1.754 -1.940 3.368
C 1.810 -1.573 4.716
C 2.904 -1.510 5.584
C 2.628 -1.067 6.889
C 1.328 -0.676 7.260
C 0.257 -0.691 6.340
C 0.534 -1.175 5.065
H -1.743 0.213 3.930
H -2.212 -1.284 4.769
H -2.137 -1.246 2.975
H 2.525 -2.325 2.816
H 3.889 -1.832 5.242
H 3.435 -1.053 7.614
H 1.157 -0.358 8.290
H -0.760 -0.368 6.583
*
```